240
Properties=species:S:1:pos:R:3:forces:R:3 method="wB97M-V/def2-TZVPD" e_tot_ha=-3968.4582 homo_energy_ev=-8.261 e_above_lowest_ev=0.000 lumo_energy_ev=0.4
C -2.8282 2.9473 2.0777 -1.3 1.8 -0.2
C -3.0017 3.1353 3.6019 0.4 2.1 -0.4
C -4.1271 4.1813 3.8980 1.3 2.2 -0.5
C -3.4534 1.8656 4.2019 -1.2 -2.5 0.4
C -3.3602 1.8207 5.7187 0.8 0.9 0.4
C -1.8955 2.1350 6.0416 0.0 -1.5 -0.6
C -1.4138 3.4606 5.6000 -0.7 2.4 0.5
C -2.0923 4.6599 6.3668 -0.7 -0.9 0.6
C 0.0456 3.6344 5.9692 0.8 -2.4 0.6
N -1.6208 3.5121 4.1343 -0.2 0.5 -0.8
O -1.3732 4.8796 3.6549 0.0 -1.1 0.5
H -2.0123 2.2739 1.9183 0.1 -0.9 -0.2
H -3.8448 2.6557 1.6465 1.7 -0.1 0.5
H -2.5077 3.8938 1.5364 -0.7 -1.0 1.0
H -4.9333 3.9209 3.2317 -0.6 -0.2 0.1
H -4.4482 4.2422 4.9576 0.1 -0.3 -0.8
H -3.8433 5.2691 3.5721 -0.2 -2.0 0.6
H -4.4948 1.5902 3.9123 0.5 0.7 -0.1
H -2.9051 0.9886 3.7958 0.2 0.5 0.2
H -4.0319 2.5267 6.2451 0.2 -0.4 -0.4
H -3.5805 0.8290 6.0692 -0.3 -0.5 0.2
H -1.3339 1.4538 5.3737 0.1 -0.2 0.7
H -1.5780 1.9733 7.0654 -0.2 -0.2 0.3
H -1.4713 4.9533 7.2142 -0.1 -0.1 0.1
H -3.1077 4.4477 6.7736 0.7 0.0 -0.4
H -2.1602 5.5244 5.7485 -0.1 0.6 -0.6
H 0.1767 3.5720 7.0741 -0.2 0.0 -0.7
H 0.3974 4.5637 5.6771 0.6 2.0 -0.6
H 0.7475 2.8878 5.5314 -0.7 0.2 0.1
H -0.5308 4.8051 3.1825 0.1 0.0 -0.2
C 3.6360 -0.3599 -3.5555 0.2 -0.1 -0.8
C 2.2777 -0.5467 -4.2481 -0.7 1.7 1.1
C 2.4041 -1.2955 -5.5338 -0.1 0.4 -1.6
C 1.3940 -1.3331 -3.3273 -0.9 -1.4 2.1
C -0.1410 -1.2071 -3.5021 0.7 1.4 -0.1
C -0.4953 0.2926 -3.6280 -1.2 -0.5 0.3
C 0.2866 0.9906 -4.7020 -0.7 2.2 0.1
C -0.1086 0.5470 -6.0645 0.0 -0.2 -0.3
C -0.0923 2.5402 -4.5904 2.8 -0.8 0.0
N 1.7018 0.8379 -4.3479 -0.4 -0.6 0.8
O 2.4770 1.5922 -5.2145 0.7 0.8 -0.8
H 4.3046 0.0612 -4.3079 0.2 0.1 0.2
H 3.5751 0.3458 -2.7003 0.0 -0.7 -0.5
H 4.0379 -1.3553 -3.3085 -0.1 0.4 0.3
H 1.4729 -1.6368 -5.9986 -0.1 -0.1 0.6
H 2.8219 -0.6670 -6.3233 0.5 0.0 0.2
H 3.0237 -2.1518 -5.3548 0.5 -0.5 -0.1
H 1.6226 -2.3733 -3.4878 0.1 -0.7 -0.4
H 1.7051 -1.3064 -2.2496 -0.4 0.9 -0.7
H -0.3537 -1.6928 -4.4672 -0.5 -0.1 0.5
H -0.7165 -1.6326 -2.6551 0.5 -0.2 -0.7
H -0.1976 0.8636 -2.7547 -0.2 -0.3 0.5
H -1.6180 0.4235 -3.7595 1.2 -0.1 0.0
H -1.0510 0.9530 -6.3587 -0.7 0.5 -0.1
H -0.2588 -0.4960 -6.0303 0.0 -1.3 -0.5
H 0.6102 0.8065 -6.8067 0.6 0.2 -0.6
H -1.0961 2.7469 -4.8788 -0.9 0.0 0.2
H 0.5539 3.1264 -5.2744 -0.4 -0.4 0.2
H 0.2128 2.8682 -3.5835 -0.6 0.1 -0.1
H 2.6888 2.4018 -4.7137 0.2 -0.5 0.0
C -0.6634 5.5309 0.0400 0.3 0.0 1.2
C 0.5751 6.1600 0.6300 0.4 1.2 1.5
C 1.4241 6.7916 -0.4446 0.9 0.0 -1.0
C 0.1611 7.3173 1.5393 -0.6 -0.5 0.6
C 1.2703 7.9585 2.3798 0.7 -2.1 -1.7
C 1.9989 6.8804 3.1737 0.6 0.2 -0.1
C 2.4007 5.6836 2.2936 0.4 -0.3 1.3
C 3.5961 5.9881 1.4374 1.3 1.6 -0.6
C 2.7525 4.5438 3.2672 -2.1 -0.3 0.8
N 1.2358 5.2450 1.5611 -0.8 -1.0 -0.4
O 1.6338 4.1060 0.8244 0.4 0.4 -1.4
H -1.2595 5.0917 0.8205 -0.2 -0.1 0.4
H -1.2413 6.2624 -0.4579 -0.7 1.0 -0.5
H -0.4554 4.7725 -0.6514 0.6 -1.2 -1.1
H 2.0284 7.6645 -0.1092 -0.3 -0.9 -0.2
H 2.0507 6.0092 -0.9046 0.0 0.5 -0.1
H 0.7713 7.2115 -1.2056 -0.2 -0.2 -0.2
H -0.2173 8.0149 0.8354 -0.7 1.1 -0.3
H -0.6682 6.9642 2.1817 0.3 0.3 -0.1
H 1.9975 8.4133 1.6888 -0.3 0.3 0.5
H 0.8162 8.6617 2.9949 -0.5 1.5 1.1
H 1.4097 6.5115 4.0170 -0.2 0.1 -0.1
H 2.9403 7.2766 3.5815 -0.3 0.0 0.1
H 4.4840 6.2564 2.0462 -0.5 -0.2 0.0
H 3.4121 6.8845 0.8057 0.4 -0.8 0.4
H 3.9143 5.1711 0.7958 -0.3 -0.1 0.0
H 1.8413 4.3893 3.9127 0.7 0.2 -0.5
H 3.5251 4.8287 3.9610 0.7 0.0 0.0
H 2.8745 3.5535 2.8269 0.7 0.3 -0.2
H 1.4138 3.3611 1.3641 -0.5 -1.1 0.6
C -5.2510 3.7737 -0.5917 1.2 -0.5 0.3
C -4.6041 2.7439 -1.5698 -1.5 0.2 0.4
C -3.1064 2.9955 -1.6394 0.4 0.4 2.0
C -5.0429 1.3393 -1.1821 -1.8 0.1 -1.8
C -4.8364 0.2990 -2.2661 1.0 -0.1 -0.7
C -5.6492 0.6798 -3.4734 -0.9 0.1 -0.2
C -5.3907 2.0965 -3.9836 -0.6 -0.3 0.8
C -4.1882 2.1425 -4.9107 0.4 1.2 0.6
C -6.6128 2.3909 -4.8288 1.6 1.6 -2.5
N -5.3327 3.0464 -2.8219 -0.2 -1.6 -1.5
O -4.9845 4.2536 -3.3720 -0.6 2.0 0.3
H -4.8711 4.7080 -0.9681 -0.6 0.8 -0.2
H -6.3603 3.7419 -0.4703 1.0 -0.1 -0.3
H -4.7154 3.6951 0.3573 -0.5 -0.1 0.2
H -3.0037 4.0321 -1.9108 0.4 0.4 -0.8
H -2.5818 3.0388 -0.6199 -1.0 -0.6 -1.2
H -2.5697 2.3154 -2.2761 0.3 -0.2 -0.4
H -4.6269 0.9950 -0.3080 1.2 -0.4 2.3
H -6.1378 1.4058 -1.0121 0.4 0.0 0.1
H -3.7675 0.2503 -2.5295 0.0 0.1 0.0
H -5.0567 -0.7254 -1.9837 -0.3 -0.1 0.5
H -6.7340 0.6607 -3.1974 0.7 -0.2 -0.1
H -5.5451 0.0348 -4.3631 0.1 -0.1 0.6
H -4.0412 3.1665 -5.3268 -0.1 -0.9 0.1
H -4.2672 1.4283 -5.6933 -0.4 -0.5 -0.9
H -3.3111 1.8450 -4.3743 0.8 0.0 0.4
H -7.5319 2.5440 -4.3292 -0.8 0.0 0.7
H -6.6455 1.5808 -5.5563 -0.5 -0.3 0.1
H -6.4004 3.2757 -5.5157 -0.4 -0.7 1.1
H -4.0727 4.2428 -3.6556 0.7 -0.2 -0.1
C 0.8617 -0.0808 4.5369 -0.6 0.3 0.9
C 1.4235 -0.3661 3.1562 -0.7 0.4 -0.7
C 2.9302 -0.1233 3.2678 0.0 -2.3 -2.1
C 1.0569 -1.8078 2.8156 0.2 0.4 0.2
C 1.2624 -2.1628 1.3607 -1.6 -0.6 1.1
C 0.3792 -1.2921 0.5344 0.4 1.0 -0.4
C 0.7008 0.2146 0.6758 0.0 -0.8 1.4
C 1.9894 0.6153 0.0434 2.3 -0.4 0.1
C -0.3646 1.0032 0.0064 -0.9 1.7 -0.5
N 0.6149 0.4559 2.1335 0.5 -0.3 1.3
O 0.8885 1.8309 2.3727 -0.9 0.6 0.8
H 1.3644 -0.6180 5.3599 0.3 0.0 -0.6
H 1.0224 0.9859 4.7507 -0.5 -0.3 0.1
H -0.1905 -0.4169 4.6768 0.4 0.7 -0.5
H 3.4275 -0.4467 2.3306 -0.2 0.3 0.3
H 3.2768 0.8521 3.4749 0.0 1.1 0.6
H 3.2723 -0.8969 3.9515 0.3 0.4 0.5
H 1.6357 -2.4781 3.4444 -0.1 -0.1 0.3
H -0.0237 -1.8468 3.0693 0.5 -0.5 -0.1
H 2.2688 -2.0528 1.0693 1.4 -0.2 -0.3
H 0.9258 -3.2066 1.2845 0.4 0.1 -0.4
H -0.6508 -1.4170 0.8499 -0.4 -0.1 -0.2
H 0.5271 -1.5371 -0.5005 -0.4 -0.2 -0.7
H 2.3433 1.6376 0.2778 -0.6 -0.5 -0.1
H 1.9643 0.4737 -1.0259 -0.4 0.4 -0.5
H 2.8280 -0.0470 0.3145 -0.2 0.1 0.3
H -0.5770 0.5841 -0.9568 0.0 -0.4 -0.5
H -0.1008 2.0716 -0.1915 0.0 -0.7 0.3
H -1.3098 1.0220 0.5317 -0.2 -0.2 0.4
H 0.1044 2.1049 2.9112 0.7 0.1 -0.5
C 3.2152 -6.0402 1.1055 -0.2 -0.1 -1.2
C 4.0319 -5.7753 -0.2192 0.2 -0.1 0.9
C 3.9451 -4.2844 -0.5707 -0.5 0.1 0.1
C 5.4965 -6.1412 0.0401 -0.1 -1.8 -0.1
C 6.2923 -6.1999 -1.2292 0.8 -1.1 -1.0
C 5.6737 -7.2750 -2.1641 -0.3 0.5 -0.7
C 4.2051 -6.8995 -2.5415 -0.1 -0.5 -0.1
C 4.1413 -5.6847 -3.4824 0.9 0.1 0.6
C 3.4393 -8.0485 -3.2582 0.8 -0.4 0.9
N 3.5227 -6.7166 -1.2666 -0.4 0.7 1.6
O 2.1512 -6.3411 -1.4796 0.1 -0.2 -0.2
H 3.1978 -7.1099 1.2838 -0.3 -0.3 -0.1
H 3.6763 -5.6350 1.9812 0.7 0.5 0.4
H 2.1953 -5.6185 1.1052 0.4 -0.3 -0.3
H 4.7050 -3.9937 -1.3187 -0.5 0.1 0.5
H 2.9277 -4.1274 -0.9643 0.4 0.3 0.0
H 4.0478 -3.6676 0.3537 0.0 -0.4 -0.7
H 5.9627 -5.4668 0.7098 0.2 0.9 0.9
H 5.5775 -7.1525 0.4967 -0.3 0.5 0.0
H 6.3472 -5.2048 -1.6640 -0.1 0.0 -0.4
H 7.3512 -6.5103 -1.0940 -0.6 0.3 0.4
H 5.7510 -8.2691 -1.7134 -0.5 0.2 0.5
H 6.2615 -7.4408 -3.0781 -0.1 0.6 0.0
H 3.1193 -5.4172 -3.6703 -0.5 0.3 0.0
H 4.5926 -5.9553 -4.4208 0.2 -0.2 -0.5
H 4.7113 -4.8214 -3.1106 -0.4 -0.3 -0.1
H 3.2838 -8.9371 -2.6011 0.5 0.6 -0.3
H 4.0339 -8.3220 -4.1273 -0.2 -0.2 -0.2
H 2.4424 -7.7415 -3.5370 -0.1 0.3 -0.3
H 1.6851 -7.1047 -1.1230 -0.2 0.1 -0.1
C -2.4463 -3.6430 -0.4557 -0.4 -0.4 -0.6
C -1.8668 -5.0494 -0.7013 0.0 -0.7 1.6
C -0.9848 -5.4688 0.4748 -0.6 0.1 -0.1
C -3.0029 -6.0832 -0.6327 1.7 -0.6 -2.0
C -3.7929 -6.0852 -1.9277 -1.1 -1.1 1.1
C -2.8558 -6.4222 -3.0890 -0.6 1.6 1.6
C -1.8193 -5.2830 -3.1775 -0.6 -1.3 -0.9
C -0.9194 -5.6095 -4.3511 1.2 0.6 -0.6
C -2.5249 -4.0199 -3.6443 0.2 1.3 -0.8
N -1.0943 -5.2818 -1.9065 -0.2 0.7 -1.1
O -0.1340 -4.2310 -2.0211 2.1 -1.2 0.4
H -1.7947 -2.8594 -0.7889 0.6 0.4 -0.1
H -3.3444 -3.5624 -1.0759 -0.1 0.3 0.5
H -2.6911 -3.4737 0.6043 0.0 -0.3 -0.4
H -0.1099 -4.8685 0.5849 0.7 0.4 0.0
H -1.6305 -5.3032 1.3294 0.2 -0.3 0.6
H -0.7151 -6.5266 0.3853 0.0 0.2 0.1
H -2.4904 -7.0818 -0.5989 -0.6 0.6 0.3
H -3.5604 -5.9271 0.2539 -0.7 0.1 0.8
H -4.5594 -6.8721 -1.7600 0.2 0.4 -0.6
H -4.3381 -5.1402 -2.0331 0.1 -0.2 -0.3
H -3.4283 -6.3843 -3.9809 -0.4 -0.4 -1.1
H -2.4066 -7.3829 -2.8919 0.3 -0.3 -0.2
H -0.1229 -6.3107 -4.1951 0.4 -0.5 0.7
H -0.4359 -4.6936 -4.7100 0.1 -0.1 0.0
H -1.4482 -6.0180 -5.2028 -0.6 0.0 -0.1
H -1.8374 -3.1654 -3.8605 -0.3 -0.9 0.4
H -3.2786 -3.6479 -2.9795 -0.4 0.1 0.2
H -2.9999 -4.2206 -4.6263 0.1 -0.1 0.5
H 0.7094 -4.7787 -1.9481 -1.1 1.2 -0.1
C -2.6526 -2.5028 4.4144 1.8 0.7 -0.3
O -2.4483 -3.3547 3.2254 0.1 1.6 0.5
H -1.8873 -2.7508 5.2254 -1.1 0.2 -1.0
H -2.5052 -1.4165 4.1405 0.0 -1.0 0.2
H -3.6610 -2.5500 4.8048 -0.2 -0.6 -0.1
H -1.7941 -2.8602 2.6703 -0.8 -0.8 0.7
C -5.1175 -1.6081 0.8682 -0.6 0.1 0.0
O -5.2359 -2.7223 1.6870 -0.8 -1.3 0.6
H -5.0114 -0.7229 1.4673 0.1 0.8 0.2
H -4.2905 -1.7014 0.2026 0.8 0.1 -0.7
H -6.0402 -1.5104 0.2664 0.4 -0.1 0.3
H -4.4442 -2.9875 2.1717 0.3 0.4 -0.3
C 5.9751 -2.7341 2.6446 -1.3 0.7 0.2
O 4.5747 -3.0283 2.9715 1.2 1.4 -0.2
H 6.2613 -1.8224 3.2130 -0.1 -0.7 -0.4
H 6.5691 -3.5944 2.9412 0.4 0.2 -0.1
H 6.0440 -2.5226 1.5620 0.2 -0.2 0.4
H 4.5335 -3.9637 2.9307 -0.4 -1.3 0.0
C 4.7059 3.4324 6.4994 0.6 -0.2 0.0
O 3.8906 4.2057 7.3374 -1.0 0.4 -0.5
H 5.5260 4.0263 6.0974 0.2 0.0 -0.1
H 5.1142 2.6584 7.1243 0.4 -0.5 0.1
H 4.1753 2.9650 5.6699 -0.2 0.0 0.0
H 3.2045 4.5451 6.7472 0.0 0.2 0.5
C 3.3964 3.2242 -1.6635 -0.3 0.5 -0.7
O 3.7595 3.2620 -3.0755 1.2 0.0 0.6
H 3.7708 4.0850 -1.0729 -0.3 -0.2 -0.6
H 2.2865 3.1756 -1.6445 0.8 0.2 0.0
H 3.7639 2.3463 -1.1597 0.3 -0.6 -0.1
H 4.7471 3.2220 -3.2048 -1.6 0.0 0.5